1.
Molecular formula: C31H75N10O10
Method: DFT, ωB97M-V/def2-TZVPD

Structure (XYZ):
```
126
Properties=species:S:1:pos:R:3:mulliken_charge:R:1
C -0.162 -1.731 1.805 -1.54
C 0.217 -0.953 0.537 2.60
C -0.115 0.446 0.672 -1.10
O -1.365 0.622 1.348 -0.47
C -1.719 2.069 1.230 -0.63
N 1.674 -1.129 0.351 2.44
H 1.875 -2.119 -0.118 -0.55
H 2.078 -0.259 -0.303 -0.39
H 2.245 -1.326 1.055 -0.18
H 0.361 -1.649 2.699 0.20
H -0.131 -2.805 1.569 0.23
H -1.166 -1.651 2.053 0.33
H -0.240 -1.440 -0.432 -1.08
H -0.239 0.857 -0.280 0.70
H 0.671 0.989 1.056 0.29
H -2.302 2.080 2.332 0.32
H -2.408 2.189 0.448 0.19
H -0.930 2.827 1.291 0.39
C 3.324 0.697 3.066 -0.53
C 2.848 -0.825 3.386 0.40
O 2.060 -1.108 4.155 -0.51
N 3.363 -1.608 2.424 -0.09
C 3.112 -3.077 2.510 -0.74
H 2.588 1.185 2.269 -0.07
H 4.399 0.941 2.848 0.22
H 3.186 1.086 4.227 0.33
H 4.048 -1.149 1.877 -0.06
H 2.901 -3.613 3.515 0.32
H 4.015 -3.678 1.982 0.20
H 2.440 -3.370 1.803 0.02
C 4.429 -3.615 -1.219 -1.26
C 3.022 -3.935 -1.011 0.61
O 2.202 -3.135 -1.407 -0.59
N 2.808 -4.981 -0.299 -0.02
C 1.356 -5.423 -0.037 -0.72
H 4.958 -3.218 -0.341 0.14
H 4.701 -2.590 -1.721 0.14
H 5.119 -4.340 -1.717 0.48
H 3.646 -5.600 0.045 0.34
H 0.924 -4.849 0.733 0.21
H 1.508 -6.549 -0.138 0.39
H 0.741 -5.095 -0.856 0.18
C -0.263 1.068 -4.311 -1.12
C -0.008 -0.346 -3.770 0.67
O 0.434 -0.461 -2.587 -0.35
N -0.040 -1.396 -4.510 -0.10
C 0.385 -2.700 -4.172 -0.75
H -0.492 1.124 -5.321 0.60
H 0.617 1.792 -4.408 0.01
H -1.072 1.505 -3.791 0.20
H -0.523 -1.060 -5.203 0.12
H -0.031 -2.963 -3.178 0.19
H 1.426 -3.065 -4.320 0.24
H 0.054 -3.335 -5.094 0.31
C -7.185 3.599 0.534 -1.10
C -5.755 3.475 -0.031 0.54
O -4.690 3.473 0.677 -0.56
N -5.617 3.242 -1.379 -0.20
C -4.423 3.002 -2.112 -0.38
H -7.203 4.552 0.896 0.35
H -7.146 2.657 1.298 0.22
H -7.878 3.621 -0.245 0.42
H -6.703 3.368 -1.901 0.30
H -4.477 3.093 -3.275 0.32
H -3.863 2.020 -1.668 -0.17
H -3.668 3.731 -1.779 0.24
C 5.847 1.669 -0.145 -1.54
C 5.693 0.168 0.442 0.48
O 4.744 -0.411 0.007 -0.29
N 6.648 -0.345 1.053 -0.03
C 6.662 -1.716 1.531 -0.90
H 6.404 1.499 -1.136 0.23
H 6.470 1.958 0.538 0.90
H 4.974 2.305 -0.059 0.11
H 7.374 0.196 1.473 0.27
H 7.401 -1.674 2.556 0.28
H 7.066 -2.293 0.881 0.53
H 5.776 -2.189 1.795 0.11
C 3.415 1.102 -2.896 -1.05
C 2.641 1.876 -1.981 0.69
O 2.345 1.410 -0.854 -0.77
N 2.111 2.985 -2.396 -0.17
C 1.182 3.835 -1.703 -0.90
H 4.480 1.270 -2.794 0.36
H 3.448 1.318 -4.072 0.28
H 3.574 0.117 -2.554 0.10
H 2.179 3.256 -3.289 0.26
H 0.178 3.258 -2.041 0.15
H 1.045 4.825 -2.013 0.44
H 1.318 3.990 -0.670 0.26
C -1.265 8.456 3.893 -1.18
C -1.550 6.989 3.831 0.70
O -1.670 6.166 4.787 -0.64
N -1.786 6.544 2.566 -0.13
C -2.021 5.162 2.108 -0.98
H -2.099 9.139 4.264 0.24
H -0.997 8.933 2.995 0.36
H -0.404 8.707 4.372 0.37
H -2.015 7.315 1.970 0.26
H -1.742 5.099 1.019 0.30
H -2.961 4.715 2.214 0.40
H -1.420 4.358 2.586 0.37
C -4.802 -0.596 1.467 -1.06
C -4.866 -1.914 2.162 0.78
O -5.830 -2.092 2.957 -0.74
N -3.999 -2.850 1.872 0.23
C -3.782 -4.122 2.434 -0.98
H -4.865 -0.824 0.458 0.28
H -3.834 0.010 1.549 0.16
H -5.689 -0.086 1.524 0.56
H -3.422 -2.735 1.055 0.07
H -3.901 -5.020 1.807 0.29
H -4.452 -4.235 3.426 0.33
H -2.815 -4.158 2.886 0.33
C -3.311 -1.470 -2.253 -1.47
C -2.880 -2.775 -1.707 0.61
O -2.605 -2.838 -0.521 -0.77
N -2.903 -3.883 -2.426 -0.14
C -2.471 -5.294 -2.071 -0.95
H -4.317 -1.492 -2.335 0.61
H -2.882 -1.388 -3.220 0.67
H -2.804 -0.581 -1.869 -0.06
H -3.174 -3.791 -3.452 0.28
H -1.887 -5.213 -1.151 0.20
H -1.994 -5.793 -2.723 0.48
H -3.439 -5.953 -1.935 0.28
```

HOMO level	-9.9495	eV
HOMO-LUMO gap	8.14	eV
total charge	+1


2.
Molecular formula: C9H12N2
Method: DFT, ωB97M-V/def2-TZVPD

Structure (XYZ):
```
23
Properties=species:S:1:pos:R:3:mulliken_charge:R:1
C 1.142 -0.554 -2.355 -1.45
C 0.161 0.378 -1.844 0.97
C -0.334 1.555 -2.362 -0.88
C -1.172 2.153 -1.429 -0.23
N -1.141 1.356 -0.339 -1.03
N -0.356 0.286 -0.607 0.89
C -0.123 -0.755 0.334 0.46
C -1.300 -1.602 0.816 -1.50
C 0.603 0.001 1.771 0.01
C 0.992 0.979 2.509 -0.29
C 0.631 -0.291 3.232 -0.84
H 1.066 -0.520 -3.444 0.38
H 2.174 -0.301 -2.070 0.26
H 1.015 -1.563 -2.024 0.40
H -0.103 1.857 -3.305 0.49
H -1.817 3.118 -1.457 0.35
H 0.793 -1.326 -0.147 0.10
H -2.156 -1.024 0.739 0.40
H -1.414 -2.503 0.263 0.34
H -1.160 -1.861 1.896 0.34
H 1.402 1.980 2.575 0.36
H 1.408 -0.984 3.592 0.19
H -0.312 -0.377 3.654 0.27
```

HOMO level	-8.8094	eV
HOMO-LUMO gap	9.70	eV
SMILES	Cc1ccnn1[C@H](C)C1=CC1


3.
Molecular formula: C5H18BF4N6O4
Method: DFT, ωB97M-V/def2-TZVPD

Structure (XYZ):
```
38
Properties=species:S:1:pos:R:3:mulliken_charge:R:1
B -12.988 21.738 -26.170 0.36
F -13.124 23.058 -26.597 -0.44
F -13.315 21.597 -24.872 -0.35
F -13.660 20.969 -27.079 -0.57
F -11.612 21.529 -26.204 -0.38
C -11.300 22.551 -22.839 -0.76
C -11.264 21.138 -22.115 -0.21
O -10.987 21.298 -20.717 -0.56
H -12.219 23.105 -23.029 0.26
H -10.931 22.387 -23.852 0.15
H -10.537 23.244 -22.485 0.38
H -10.443 20.545 -22.518 0.22
H -12.146 20.534 -22.331 0.23
H -11.785 21.463 -20.209 0.30
C -13.024 25.784 -28.225 0.38
O -13.082 26.861 -28.654 -0.66
N -12.070 25.121 -27.722 -0.31
N -14.102 25.011 -28.178 -0.32
H -12.322 24.250 -27.277 0.56
H -11.081 25.293 -27.838 0.17
H -14.033 24.036 -27.924 0.31
H -15.032 25.263 -28.482 0.14
C -12.201 18.067 -25.607 0.60
O -12.203 16.868 -25.400 -0.76
N -12.626 18.569 -26.693 -0.30
N -11.712 18.978 -24.793 -0.21
H -12.718 19.572 -26.770 0.43
H -12.961 17.919 -27.390 0.18
H -11.984 19.892 -25.126 -0.03
H -11.407 18.712 -23.867 0.13
C -16.677 22.578 -26.507 0.54
O -17.748 23.093 -26.477 -0.72
N -16.490 21.374 -27.025 -0.35
N -15.700 23.060 -25.781 -0.22
H -15.551 21.065 -26.820 0.31
H -17.345 20.865 -27.197 0.21
H -15.983 23.979 -25.472 0.18
H -14.766 22.676 -25.766 0.13
```

HOMO level	-6.8149	eV
HOMO-LUMO gap	9.57	eV
total charge	-1


4.
Molecular formula: C5H13N2
Method: DFT, ωB97M-V/def2-TZVPD

Structure (XYZ):
```
20
Properties=species:S:1:pos:R:3:mulliken_charge:R:1
C 1.979 0.454 0.600 -0.69
C 0.570 0.048 1.118 -0.39
C -0.210 -0.558 -0.049 -0.17
C 0.115 0.029 -1.348 -0.50
C -2.506 0.488 0.003 -0.88
N -1.646 -0.661 0.337 -0.27
N 2.499 -0.318 -0.510 -0.37
H 2.677 0.474 1.439 0.42
H 1.909 1.496 0.271 0.36
H 0.628 -0.689 1.930 0.34
H 0.059 0.932 1.503 0.25
H 0.032 1.116 -1.443 0.38
H -0.251 -0.562 -2.174 0.38
H -2.568 0.755 -1.050 0.32
H -2.157 1.373 0.534 0.31
H -3.507 0.257 0.368 0.36
H -2.084 -1.502 -0.026 0.31
H 2.802 -1.252 -0.227 0.31
H 1.578 -0.268 -1.233 0.25
H 0.083 -1.613 -0.045 0.28
```

HOMO level	-13.6680	eV
HOMO-LUMO gap	5.88	eV
total charge	+1


5.
Molecular formula: HLaO3S
Method: DFT, ωB97M-V/def2-TZVPD

Structure (XYZ):
```
6
Properties=species:S:1:pos:R:3:mulliken_charge:R:1
S 1.254 0.362 0.367 0.91
O 0.199 1.211 -0.376 -0.66
O 1.871 -0.668 -1.003 -0.50
La -1.754 -0.376 -0.287 1.52
O 0.317 -0.643 1.075 -0.62
H 1.930 -0.130 -1.806 0.35
```

multiplicity	2
⟨S²⟩	0.75
HOMO level (spin up / spin down)	-11.0342 / -14.5377	eV
HOMO-LUMO gap (spin up / spin down)	5.76 / 9.24	eV
total charge	+1


6.
Molecular formula: C3H10OS
Method: DFT, ωB97M-V/def2-TZVPD

Structure (XYZ):
```
15
Properties=species:S:1:pos:R:3:mulliken_charge:R:1
C -2.335 -1.811 -0.767 -0.80
C -0.919 -2.252 -1.072 -0.40
S 0.419 -0.945 -0.979 -0.15
C -0.335 0.712 -0.771 -0.83
H -2.436 -0.766 -0.508 0.20
H -2.665 -2.325 0.141 0.24
H -3.093 -2.038 -1.526 0.28
H -0.861 -2.666 -2.076 0.31
H -0.452 -2.950 -0.383 0.30
H 0.251 1.270 -0.048 0.31
H -0.340 1.093 -1.789 0.25
H -1.333 0.738 -0.334 0.29
O 4.706 3.683 3.628 -0.64
H 5.424 3.989 3.062 0.32
H 3.969 4.266 3.422 0.32
```

HOMO level	-8.2711	eV
HOMO-LUMO gap	9.13	eV
SMILES	CCSC.O


For each record above, in turn, the calculated calculated total energy values are -2525.516330; -459.486254; -1255.496713; -307.400618; -655.799910; -593.690771 Eh.